No. 1
{
  "formula": "C6H7LiO6Zn",
  "method": "ωB97M-V/def2-TZVPD",
  "symbols": ["O", "C", "O", "O", "C", "C", "Zn", "H", "H", "Li", "C", "C", "O", "C", "O", "O", "H", "H", "H", "H", "H"],
  "coordinates": [[4.395, -0.189, -0.524], [3.233, 0.111, -0.216], [2.973, 1.081, 0.557], [2.238, -0.673, -0.684], [1.109, -0.788, 0.069], [0.990, -1.613, 1.135], [4.923, 1.309, 0.657], [0.172, -1.665, 1.853], [1.923, -2.038, 1.516], [1.339, 1.413, 1.401], [-0.396, -1.016, -0.525], [-1.280, 0.103, -0.005], [-2.539, 0.010, -0.671], [-3.337, 1.061, -0.585], [-3.259, 1.946, 0.233], [-4.196, 1.020, -1.595], [-0.910, -1.982, -0.422], [-0.249, -0.921, -1.612], [-0.844, 1.096, -0.174], [-1.430, 0.021, 1.080], [-4.856, 1.716, -1.487]],
  "forces_ev_per_a": [[-0.544, -0.066, -0.508], [-0.473, -2.313, -0.986], [-1.855, 0.753, 0.609], [0.589, 0.296, -0.295], [-5.004, -3.196, 1.260], [3.601, 1.301, 1.545], [2.579, 1.302, 0.853], [-0.323, -0.188, -0.931], [-0.071, -0.233, 0.243], [0.027, -0.192, -0.109], [0.951, 2.379, -2.132], [-0.306, 0.007, 0.158], [0.691, -0.592, -0.176], [-0.301, 1.247, 0.119], [0.185, -0.399, -0.068], [-0.221, -0.432, -0.039], [0.852, 0.120, 0.565], [-0.352, 0.237, 0.137], [-0.008, -0.050, -0.266], [-0.081, -0.113, -0.088], [0.064, 0.132, 0.112]],
  "homo_lumo_gap_ev": [7.562, 8.987],
  "s2": 0.75,
  "relative_energy_kcal_mol": 37.1,
  "spin_multiplicity": 2,
  "charge": 1,
  "e_lumo_ev": [-4.180, -4.827]
}

No. 2
{
  "formula": "C6H7LiO6Zn",
  "method": "ωB97M-V/def2-TZVPD",
  "symbols": ["Zn", "O", "O", "C", "C", "O", "C", "H", "H", "H", "H", "Li", "O", "O", "C", "C", "O", "C", "H", "H", "H"],
  "coordinates": [[3.182, -0.079, 0.339], [1.812, 1.385, 0.417], [1.368, 2.242, -1.634], [0.031, 2.639, -1.268], [-0.985, 1.642, -1.810], [3.183, 1.053, -1.255], [2.123, 1.567, -0.806], [-0.040, 2.741, -0.180], [-0.116, 3.619, -1.734], [-0.862, 1.521, -2.892], [-1.984, 2.060, -1.618], [0.457, 0.168, 1.171], [-1.053, 0.278, 0.141], [-0.651, -0.723, -1.808], [0.170, -2.860, -0.384], [1.356, -2.118, -0.490], [1.772, -1.323, 0.425], [-0.903, 0.290, -1.107], [-0.312, -2.981, 0.585], [-0.097, -3.536, -1.192], [1.895, -2.137, -1.447]],
  "forces_ev_per_a": [[0.462, -0.071, -0.481], [-0.395, 0.096, 1.077], [0.857, -0.448, 0.182], [-0.603, 0.258, 0.375], [-0.191, 0.121, -0.389], [0.715, -0.414, -0.074], [-1.075, 1.178, -1.214], [0.003, -0.017, -0.269], [0.113, -0.263, 0.097], [-0.017, 0.020, 0.261], [0.234, -0.132, -0.029], [-0.595, 0.080, -0.213], [0.530, 0.043, 0.336], [0.378, -0.076, 0.182], [0.930, 0.146, 0.095], [-1.392, -0.614, -1.400], [0.238, -0.074, 1.187], [0.037, -0.386, 0.149], [-0.134, 0.302, -0.298], [-0.041, 0.362, 0.116], [-0.053, -0.112, 0.310]],
  "homo_lumo_gap_ev": [7.228, 6.352],
  "s2": 0.76,
  "relative_energy_kcal_mol": 0.0,
  "spin_multiplicity": 2,
  "charge": 1,
  "e_lumo_ev": [-6.063, -6.425]
}

No. 3
{
  "formula": "C6H7N",
  "method": "ωB97M-V/def2-TZVPD",
  "symbols": ["H", "N", "C", "C", "C", "C", "C", "C", "H", "H", "H", "H", "H", "H"],
  "coordinates": [[-0.053, 2.611, -3.225], [-0.315, 2.542, -2.184], [0.167, 1.617, -1.503], [-0.193, 1.269, -0.201], [-0.623, 1.430, 1.102], [-0.121, 0.121, 0.734], [-0.093, -1.025, 1.328], [0.374, -2.278, 0.566], [1.023, 0.906, -1.752], [-1.136, 1.974, 1.825], [-0.451, -1.308, 2.311], [0.206, -3.343, 1.109], [1.471, -2.248, 0.298], [-0.254, -2.268, -0.406]],
  "forces_ev_per_a": [[0.173, -0.338, 2.308], [-1.014, 1.128, -2.459], [2.691, -1.408, -1.511], [-1.487, -0.733, 5.926], [1.375, -1.154, -4.728], [-1.211, 3.164, 0.803], [1.046, -4.198, -0.324], [-0.370, -1.556, -0.755], [-0.926, 0.818, -0.731], [-0.444, 1.059, 0.955], [-0.101, 1.064, 0.162], [0.186, 2.702, -1.104], [-1.146, -0.028, 0.183], [1.228, -0.521, 1.276]],
  "homo_lumo_gap_ev": 7.800,
  "smiles": "[H]/N=C/C1=CC/1=C/C",
  "relative_energy_kcal_mol": 120.8,
  "e_lumo_ev": -0.158
}